Below is the molecule C2H7NOS at a distorted geometry, with properties calculated with the ωB97M-V functional and the def2-TZVPD basis.

The value obtained for the frontier orbital gap is 0.3494 hartree. The calculation puts the strongest force on any atom at 3.0 eV/A. Its spin multiplicity is 1. The SMILES is C=[S@@](C)(N)=O.

Geometry (Å):
H 0.12084 2.12014 -0.82452
H 1.34758 -0.48765 0.87987
C -1.08136 -1.52917 -0.39980
H -2.11202 -1.57587 -0.80904
C 0.50852 -0.01961 1.36127
S -0.75282 0.01066 0.04432
H -0.57878 -1.75548 -1.26845
O -1.89474 0.74177 0.58522
H 0.00194 0.98736 -1.98598
H 0.75154 0.97337 1.61738
N 0.27599 1.11426 -1.05473
H 0.29958 -0.58613 2.35585